This record from OMol25 describes 6 unconnected molecules or ions with the total composition C51H90ClF5O7. The level of theory is ωB97M-V with the def2-TZVPD basis set.

Spin multiplicity: 1
SMILES: CCCCCCCCCCCCCCCC[C@@H](O[C@@H](COC)C[C@H](C)Cl)C(F)(F)c1cccc(C(F)(F)F)c1.C1CCOC1.C1CCOC1.C1CCOC1.C1CCOC1.C1CCOC1
Highest occupied orbital energy in eV: -9.267
LUMO energy in eV: 0.28
Maximum force in eV/Å: 1.51

Geometry (Å):
Cl  -5.438  0.479  2.356
F  -1.015  -1.098  -2.290
F  1.029  -0.299  -2.417
F  -4.453  1.914  -4.449
F  -4.467  3.945  -3.669
F  -4.813  2.265  -2.349
O  -8.643  -5.593  4.569
O  -11.518  0.474  2.040
O  11.084  4.314  -4.665
O  -1.078  0.782  0.145
O  -0.031  2.665  1.514
O  -11.280  -9.942  4.296
O  -1.693  -2.266  -7.274
C  10.513  2.312  0.405
C  -0.751  1.223  -2.362
C  0.102  2.337  -2.442
C  9.473  0.114  1.161
C  -0.419  3.571  -2.854
C  8.257  -0.800  1.009
C  -2.103  1.344  -2.698
C  -2.893  0.276  1.565
C  3.523  -0.982  0.788
C  -10.629  -4.363  4.182
C  8.032  6.403  0.413
C  4.602  -0.922  -0.307
C  -1.409  0.674  1.524
C  -0.190  -0.093  -1.873
C  8.988  4.153  -0.404
C  -1.296  -2.546  -5.929
C  11.875  3.524  -5.556
C  -1.126  2.049  2.179
C  -9.383  -9.455  2.973
C  10.341  3.428  -0.639
C  6.865  -0.198  0.797
C  -2.067  -1.580  -5.040
C  9.233  5.428  0.418
C  -3.375  0.035  4.065
C  -2.622  2.584  -3.109
C  9.775  1.035  -0.026
C  1.284  0.061  0.206
C  9.744  3.821  -4.645
C  11.045  2.291  -5.888
C  7.739  6.944  1.815
C  0.758  3.445  2.381
C  -9.614  0.959  0.718
C  -2.841  -1.414  -7.269
C  6.318  7.546  1.948
C  -8.981  -10.447  4.059
C  -3.683  0.781  2.758
C  -11.130  0.809  0.704
C  -3.356  -1.393  -5.836
C  -9.660  -4.114  3.030
C  -0.135  -0.159  -0.312
C  -9.219  -0.027  1.813
C  -8.335  -4.554  3.636
C  5.989  -1.308  0.202
C  -10.359  0.136  2.804
C  -10.898  -9.602  2.962
C  -10.055  -5.632  4.795
C  -4.083  2.688  -3.421
C  9.624  2.842  -5.804
C  -10.119  -10.285  5.057
C  -1.775  3.694  -3.188
C  2.106  -1.215  0.217
H  -0.801  -0.088  2.006
H  -2.765  0.497  -2.616
H  1.196  2.857  3.190
H  10.320  2.978  -1.627
H  -1.983  2.703  2.025
H  8.534  4.445  -1.348
H  10.456  0.531  -0.707
H  -2.532  -0.414  -7.594
H  -0.215  -2.432  -5.842
H  -9.917  -4.754  2.183
H  -2.992  -0.805  1.531
H  8.865  2.080  -5.638
H  -10.162  0.951  3.508
H  -9.158  0.750  -0.249
H  9.446  0.663  2.098
H  -7.856  -3.732  4.179
H  1.139  2.212  -2.179
H  -9.914  -9.471  5.762
H  0.210  4.308  2.764
H  -11.413  -8.688  2.662
H  -10.458  -6.526  4.304
H  -9.105  -8.442  3.275
H  -1.534  -0.630  -4.964
H  6.868  0.652  0.118
H  -11.442  -0.005  0.040
H  -10.248  -5.710  5.866
H  3.562  -0.037  1.330
H  3.782  -1.753  1.508
H  4.309  -1.641  -1.067
H  11.115  4.180  -0.554
H  8.192  -1.367  1.937
H  -3.624  1.848  2.906
H  5.818  7.094  2.798
H  1.804  0.810  -0.385
H  -2.957  -0.941  3.850
H  1.639  -1.978  0.837
H  7.163  5.905  -0.005
H  -4.027  -2.238  -5.664
H  -10.318  -11.194  5.627
H  -8.004  -10.248  4.496
H  0.246  4.420  -2.890
H  -0.448  -1.169  -0.031
H  8.447  7.741  2.023
H  2.243  -1.627  -0.778
H  -9.212  -1.044  1.412
H  -9.337  1.973  1.013
H  -8.244  0.172  2.253
H  4.639  0.075  -0.739
H  -1.556  -3.586  -5.702
H  8.324  7.255  -0.193
H  11.568  2.052  0.435
H  10.085  5.924  -0.034
H  6.477  0.136  1.756
H  11.193  1.521  -5.127
H  -11.645  1.720  0.398
H  -8.974  -11.462  3.655
H  6.389  8.609  2.152
H  8.329  3.469  0.127
H  10.317  -0.568  1.244
H  9.575  3.320  -3.686
H  -3.894  -0.477  -5.594
H  9.375  3.376  -6.724
H  -10.554  -0.773  3.377
H  5.884  -2.120  0.916
H  -3.353  0.661  0.662
H  5.726  7.407  1.052
H  -2.162  4.651  -3.498
H  -9.645  -3.081  2.684
H  1.584  3.832  1.790
H  -11.214  -10.412  2.294
H  8.880  1.266  -0.600
H  -11.666  -4.474  3.870
H  -3.575  -1.796  -7.979
H  10.158  2.679  1.363
H  12.081  4.116  -6.454
H  -0.894  1.934  3.236
H  9.463  5.138  1.440
H  9.050  4.659  -4.725
H  -10.576  -3.540  4.899
H  -7.632  -4.933  2.893
H  1.276  0.461  1.214
H  11.294  1.862  -6.858
H  -8.931  -9.657  2.003
H  6.557  -1.679  -0.648
H  12.823  3.281  -5.077
H  7.890  6.181  2.572
H  -2.224  -1.964  -4.039
H  -2.681  0.633  4.647
H  8.481  -1.520  0.227
H  -4.295  -0.072  4.619

Mulliken population analysis, charges in e, atoms 1 to 6: -0.23, -0.36, -0.34, -0.24, -0.30, -0.27